[1]
Here is a molecular structure, C14H10F5MoN in a non-equilibrium geometry from OMol25. Energies are from ωB97M-V/def2-TZVPD.

XYZ file:
```
31
C14H10F5MoN (ωB97M-V/def2-TZVPD)
C 1.54 -1.01 -2.36
C 1.38 0.41 -2.45
C -0.02 0.70 -2.49
C -0.74 -0.55 -2.40
C 0.24 -1.60 -2.30
Mo 0.38 -0.22 -0.52
C 2.32 0.61 0.38
C 2.62 -0.78 0.77
C 3.80 -1.32 1.20
N 1.42 -1.56 0.53
H -0.45 1.68 -2.68
H 2.18 1.14 -2.54
H -1.81 -0.68 -2.48
H 0.02 -2.67 -2.27
H 2.48 -1.55 -2.41
H 3.07 1.09 -0.25
H 1.39 -2.52 0.87
H 1.98 1.24 1.21
H 4.66 -0.66 1.23
H 3.88 -2.38 1.44
F -2.40 1.96 -1.07
C -2.44 1.39 0.17
C -1.43 0.54 0.61
C -1.57 0.09 1.93
F -0.60 -0.68 2.50
C -2.67 0.40 2.73
F -2.75 -0.09 3.99
C -3.68 1.22 2.25
F -4.75 1.53 3.01
C -3.56 1.73 0.95
F -4.52 2.53 0.46
```

Summary:
LUMO (alpha / beta) = -1.02 / -0.80 eV
highest occupied orbital energy (alpha / beta) = -0.2742 / -0.3094 Eh
energy relative to the best compared isomer or geometry (same formula, charge and spin) = 0.0000 eV
spin multiplicity = 3
Kohn-Sham gap (alpha / beta) = 0.237 / 0.280 hartree

Population analysis type Mulliken, resulting atomic charges in e:
1 C -0.780
2 C -0.120
3 C -0.664
4 C -0.644
5 C 0.188
6 Mo -0.662
7 C -0.647
8 C 0.751
9 C -1.023
10 N -0.233
11 H 0.493
12 H 0.457
13 H 0.478
14 H 0.429
15 H 0.406
16 H 0.325
17 H 0.116
18 H 0.257
19 H 0.284
20 H 0.266
21 F -0.317
22 C 0.985
23 C -0.758
24 C 1.204
25 F -0.286
26 C -0.146
27 F -0.297
28 C 0.717
29 F -0.295
30 C -0.183
31 F -0.298

[2]
Here is a molecular structure, C14H10F5NOOs in a non-equilibrium geometry from OMol25. Energies are from ωB97M-V/def2-TZVPD.

XYZ file:
```
32
C14H10F5NOOs (ωB97M-V/def2-TZVPD)
C 0.90 -1.20 -2.88
C -0.51 -1.15 -3.15
C -1.18 -1.86 -2.10
C -0.21 -2.31 -1.16
C 1.08 -1.91 -1.63
Os 0.09 -0.06 -1.36
C -1.55 1.58 -1.97
C -0.37 1.94 -2.56
C 0.50 2.57 -3.33
N 1.37 0.97 -0.96
H -2.26 -2.03 -2.03
H -0.97 -0.70 -4.03
H -0.39 -2.96 -0.30
H 2.05 -2.22 -1.22
H 1.69 -0.83 -3.53
H -2.27 0.95 -2.53
H 2.19 1.55 -0.73
H -1.94 2.10 -1.07
H 0.29 3.37 -4.06
H 1.56 2.25 -3.28
F 0.00 0.07 6.41
C 0.00 0.01 5.07
C -0.11 1.22 4.32
F -0.22 2.43 4.98
C -0.11 1.17 2.94
F -0.23 2.37 2.23
C 0.00 -0.04 2.22
O -0.09 -0.08 0.95
C 0.12 -1.24 2.99
F 0.23 -2.40 2.32
C 0.11 -1.22 4.37
F 0.22 -2.36 5.09
```

Summary:
LUMO (alpha / beta) = 0.13 / -2.10 eV
highest occupied orbital energy (alpha / beta) = -0.2192 / -0.2693 Eh
energy relative to the best compared isomer or geometry (same formula, charge and spin) = 0.4883 eV
spin multiplicity = 5
Kohn-Sham gap (alpha / beta) = 0.224 / 0.192 hartree

Population analysis type Mulliken, resulting atomic charges in e:
1 C -0.478
2 C -0.488
3 C -0.368
4 C -0.434
5 C -0.593
6 Os 1.152
7 C -0.775
8 C 0.378
9 C -0.618
10 N -0.218
11 H 0.374
12 H 0.502
13 H 0.432
14 H 0.440
15 H 0.443
16 H 0.272
17 H 0.163
18 H 0.276
19 H 0.289
20 H 0.241
21 F -0.308
22 C 0.508
23 C 0.139
24 F -0.303
25 C 0.393
26 F -0.321
27 C -0.369
28 O -0.532
29 C 0.387
30 F -0.305
31 C 0.025
32 F -0.304

[3]
Here is a molecular structure, C14H10F5NPtS in a non-equilibrium geometry from OMol25. Energies are from ωB97M-V/def2-TZVPD.

XYZ file:
```
32
C14H10F5NPtS (ωB97M-V/def2-TZVPD)
C 0.70 3.59 -0.97
C 2.00 3.35 -1.59
C 2.69 2.32 -0.89
C 1.89 1.87 0.22
C 0.67 2.56 0.29
Pt -0.43 2.01 -1.38
C -0.48 -0.77 -2.95
C -1.33 -0.06 -2.06
C -2.72 0.13 -2.20
N -0.80 0.13 -0.79
H 3.71 1.97 -1.12
H 2.44 4.01 -2.32
H 2.25 1.20 1.00
H -0.03 2.71 1.13
H 0.07 4.49 -1.01
H -0.95 -1.20 -3.81
H -1.55 0.02 -0.03
H 0.65 -0.75 -2.95
H -3.24 -0.53 -2.93
H -3.16 0.99 -1.72
F -0.88 -3.78 4.44
C -0.49 -3.10 3.33
C -1.29 -3.23 2.18
F -2.40 -4.02 2.14
C -0.95 -2.51 1.05
F -1.67 -2.60 -0.09
C 0.15 -1.67 1.05
S 0.62 -0.91 -0.54
C 0.87 -1.45 2.24
F 1.89 -0.57 2.34
C 0.56 -2.18 3.38
F 1.24 -2.02 4.53
```

Summary:
LUMO (alpha / beta) = -0.15 / -2.08 eV
highest occupied orbital energy (alpha / beta) = -0.1788 / -0.3093 Eh
energy relative to the best compared isomer or geometry (same formula, charge and spin) = 0.0000 eV
spin multiplicity = 5
Kohn-Sham gap (alpha / beta) = 0.173 / 0.233 hartree

Population analysis type Mulliken, resulting atomic charges in e:
1 C -0.194
2 C -0.562
3 C -0.614
4 C -0.450
5 C -0.673
6 Pt 0.381
7 C -1.070
8 C 0.760
9 C -0.939
10 N -0.245
11 H 0.412
12 H 0.475
13 H 0.510
14 H 0.525
15 H 0.485
16 H 0.313
17 H 0.419
18 H 0.307
19 H 0.297
20 H 0.298
21 F -0.289
22 C 0.450
23 C 0.073
24 F -0.281
25 C 0.254
26 F -0.267
27 C -0.023
28 S -0.179
29 C 0.253
30 F -0.304
31 C 0.159
32 F -0.282

[4]
Here is a molecular structure, C14H10N3O12Os in a non-equilibrium geometry from OMol25. Energies are from ωB97M-V/def2-TZVPD.

XYZ file:
```
40
C14H10N3O12Os (ωB97M-V/def2-TZVPD)
Os -0.06 0.99 0.12
O 1.00 4.84 -1.10
C 1.13 3.71 -0.81
O 0.16 2.85 -0.27
C 2.51 3.05 -0.68
C 2.51 1.70 -1.45
C 3.92 1.16 -1.54
C 4.20 0.51 -0.12
C 2.88 1.11 0.65
O 1.91 0.83 -0.40
C 2.89 2.60 0.71
C -4.52 3.57 0.69
O -4.61 2.79 -0.15
O -4.53 4.37 1.53
H 3.21 3.69 -1.17
H 1.93 1.55 -2.37
H 4.57 1.96 -1.73
H 4.12 0.62 -2.52
H 5.20 0.67 0.38
H 4.02 -0.58 -0.21
H 2.69 0.57 1.57
H 3.20 3.27 1.47
O -5.27 -4.18 0.97
N -4.32 -4.42 0.26
O -4.34 -5.26 -0.60
C -3.12 -3.48 0.42
C -1.90 -3.82 -0.02
C -0.88 -2.86 -0.03
C -1.08 -1.61 0.47
O -0.04 -0.81 0.78
C -2.37 -1.28 0.89
C -3.39 -2.23 0.86
N -2.51 -0.01 1.52
O -3.16 0.09 2.47
O -2.00 0.99 0.86
N 0.37 -3.29 -0.63
O 0.73 -2.63 -1.56
O 0.99 -4.24 -0.09
H -1.72 -4.80 -0.48
H -4.34 -1.98 1.27
```

Summary:
LUMO (alpha / beta) = -5.64 / -6.18 eV
highest occupied orbital energy (alpha / beta) = -0.4499 / -0.5002 Eh
net charge = +1
spin multiplicity = 5
Kohn-Sham gap (alpha / beta) = 0.243 / 0.273 hartree

Population analysis type Mulliken, resulting atomic charges in e:
1 Os 1.178
2 O -0.492
3 C 0.307
4 O -0.404
5 C 0.120
6 C -0.135
7 C -0.951
8 C -0.693
9 C 0.185
10 O -0.233
11 C -1.164
12 C 0.749
13 O -0.376
14 O -0.365
15 H 0.603
16 H 0.508
17 H 0.367
18 H 0.374
19 H 0.417
20 H 0.275
21 H 0.512
22 H 0.503
23 O -0.547
24 N 0.912
25 O -0.516
26 C -0.308
27 C -0.650
28 C -0.057
29 C 0.758
30 O -0.766
31 C 0.494
32 C -0.503
33 N 0.835
34 O -0.389
35 O -0.564
36 N 0.958
37 O -0.534
38 O -0.524
39 H 0.502
40 H 0.611

[5]
Here is a molecular structure, C14H11AuO8S2 in a non-equilibrium geometry from OMol25. Energies are from ωB97M-V/def2-TZVPD.

XYZ file:
```
36
C14H11AuO8S2 (ωB97M-V/def2-TZVPD)
Au 1.13 0.56 -0.03
O 3.58 -1.57 -1.93
S 3.51 -1.61 -0.47
O 4.67 -2.26 0.10
O 3.21 -0.29 0.11
C 2.10 -2.70 -0.16
C 1.83 -3.61 -1.17
C 0.75 -4.48 -1.07
C -0.08 -4.40 0.04
C 0.20 -3.50 1.04
C 1.31 -2.67 0.96
S 1.56 -1.58 2.38
O 0.82 -2.25 3.46
O 2.96 -1.47 2.68
O 0.86 -0.32 2.03
H 2.47 -3.60 -2.03
H 0.55 -5.20 -1.85
H -0.95 -5.05 0.10
H -0.42 -3.41 1.93
C -3.19 0.65 -0.18
C -1.82 1.16 -0.64
O -0.97 0.31 -0.95
C -1.58 2.57 -0.62
C -2.60 3.50 -0.35
C -2.33 4.83 -0.11
C -1.00 5.27 -0.10
C 0.01 4.41 -0.40
C -0.22 3.05 -0.75
O 0.74 2.35 -1.19
H -3.16 -0.43 -0.14
H -3.97 0.95 -0.89
H -3.45 1.04 0.81
H -3.63 3.18 -0.36
H -3.14 5.52 0.07
H -0.79 6.31 0.15
H 1.04 4.74 -0.44
```

Summary:
LUMO = 4.95 eV
highest occupied orbital energy = -0.0614 Eh
net charge = -2
Kohn-Sham gap = 0.243 hartree

Population analysis type Mulliken, resulting atomic charges in e:
1 Au 0.851
2 O -0.795
3 S 1.506
4 O -0.706
5 O -0.704
6 C 0.234
7 C -0.809
8 C -0.454
9 C -0.529
10 C -0.618
11 C 0.029
12 S 1.389
13 O -0.775
14 O -0.634
15 O -0.771
16 H 0.469
17 H 0.349
18 H 0.349
19 H 0.474
20 C -1.507
21 C 1.082
22 O -0.753
23 C 0.347
24 C -0.535
25 C -0.611
26 C -0.343
27 C -0.584
28 C 0.478
29 O -0.831
30 H 0.343
31 H 0.386
32 H 0.373
33 H 0.241
34 H 0.347
35 H 0.347
36 H 0.366

[6]
Here is a molecular structure, C14H11Br2Cl2IIrN4 in a non-equilibrium geometry from OMol25. Energies are from ωB97M-V/def2-TZVPD.

XYZ file:
```
35
C14H11Br2Cl2IIrN4 (ωB97M-V/def2-TZVPD)
Ir 0.71 -0.66 -1.00
Br 0.33 -0.23 5.54
C 0.42 -0.39 3.71
C 0.53 -1.64 3.10
C 0.60 -1.72 1.73
N 0.57 -0.61 0.97
C 0.45 0.62 1.53
C 0.37 0.75 2.90
C 0.39 1.72 0.56
C 0.31 3.06 0.86
C 0.24 3.99 -0.19
Br 0.14 5.79 0.18
C 0.24 3.53 -1.50
C 0.33 2.18 -1.74
N 0.41 1.29 -0.73
H 0.56 -2.55 3.69
H 0.67 -2.67 1.23
H 0.27 1.73 3.35
H 0.30 3.40 1.88
H 0.18 4.21 -2.34
H 0.34 1.78 -2.75
Cl 1.58 -2.90 -1.58
C 3.28 -2.28 -1.66
Cl 3.20 -0.52 -1.36
H 3.66 -2.46 -2.66
H 3.86 -2.76 -0.88
I -5.38 -0.88 -0.41
C -3.45 -1.19 -1.05
C -3.03 -2.03 -2.08
N -1.70 -1.94 -2.16
N -1.22 -1.06 -1.25
C -2.29 -0.61 -0.57
H -3.59 -2.66 -2.74
H -1.10 -2.41 -2.83
H -2.18 0.11 0.23
```

Summary:
LUMO = -11.68 eV
highest occupied orbital energy = -0.6253 Eh
net charge = +3
energy relative to the best compared isomer or geometry (same formula, charge and spin) = 0.0793 eV
Kohn-Sham gap = 0.196 hartree

Population analysis type Mulliken, resulting atomic charges in e:
1 Ir 1.249
2 Br 0.033
3 C -0.206
4 C -0.699
5 C -0.037
6 N -0.249
7 C 0.682
8 C -0.663
9 C 0.783
10 C -0.614
11 C -0.256
12 Br 0.028
13 C -0.559
14 C -0.317
15 N -0.062
16 H 0.483
17 H 0.500
18 H 0.541
19 H 0.567
20 H 0.483
21 H 0.454
22 Cl -0.021
23 C -0.255
24 Cl 0.019
25 H 0.410
26 H 0.371
27 I 0.322
28 C -0.812
29 C -0.025
30 N -0.230
31 N -0.094
32 C -0.062
33 H 0.498
34 H 0.235
35 H 0.499

Calculated values (hartree) of total energy for the records, taken in order: -1161.61570, -1259.12239, -1610.68164, -1696.63569, -2074.12947, -7228.50535.